This record from the Open Molecules 2025 dataset describes a structure of composition C7H13N4O in a non-equilibrium geometry. The level of theory is ωB97M-V with the def2-TZVPD basis set.

```
! RIJCOSX wB97M-V def2-TZVPD def2/J DEFGRID3
* xyz 1 1
C 0.6186 1.7452 -1.7314
C 0.9272 2.4205 0.4674
C -1.1616 -1.4828 1.8895
C -1.2315 -2.0656 -0.0738
C -0.0026 0.5042 -1.3857
C -1.2231 -0.6640 0.5646
C 0.0153 0.1986 0.2103
N 1.1281 2.5727 -0.7425
N 0.1410 1.3707 1.0381
N 1.3712 0.5058 -1.9344
N 1.2560 -0.6159 0.4199
O -0.7682 -2.6857 1.1551
H 0.4858 2.3451 -2.6821
H 1.2138 3.2566 1.1708
H -0.2958 -1.0312 2.5903
H -2.1804 -1.5751 2.2424
H -2.3043 -2.2149 -0.2567
H -0.7249 -2.2290 -1.1112
H -0.8371 0.2120 -1.9953
H -2.1887 -0.0843 0.3869
H -0.5156 1.5536 1.6885
H 1.9108 -0.2106 -0.3149
H 1.5484 -0.0038 -2.8498
H 1.5762 -0.3057 1.3145
H 1.2415 -1.5164 -0.0604
*
```

Properties
* HOMO-LUMO gap: 0.3888 hartree

natural (NBO) atomic charge list, values in e, 8 entries: number 1, C, carries 0.0702; number 2, C, carries 0.2932; number 3, C, carries -0.0661; number 4, C, carries -0.0940; number 5, C, carries -0.1384; number 6, C, carries -0.2873; number 7, C, carries 0.2879; number 8, N, carries -0.4366